[1]
{
  "formula": "C3H7NO",
  "method": "ωB97M-V with the def2-TZVPD basis set",
  "elements": ["C", "N", "H", "H", "H", "C", "C", "O", "H", "H", "H", "H"],
  "positions_angstrom": [[0.07809, 1.98498, 3.58568], [-0.03780, 0.94215, 2.88711], [0.77978, 2.78882, 3.32314], [-0.59281, 2.33762, 4.37684], [-0.76590, 0.39822, 3.34627], [-0.50376, -2.00626, -2.68411], [0.08051, -1.16940, -1.79886], [0.40889, 0.13261, -1.99110], [-1.01588, -2.79147, -2.13588], [-0.21676, -2.14118, -3.71640], [0.22693, -1.50970, -0.78016], [0.46471, 0.25198, -2.95013]],
  "fmax_ha_per_bohr": 0.0358,
  "smiles": "C=CO.C=N",
  "lumo_energy_ev": 1.050,
  "homo_lumo_gap_ev": 9.748,
  "total_charge": 0,
  "relative_energy_kj_mol": 313.5
}

[2]
{
  "formula": "C3H7NO",
  "method": "ωB97M-V with the def2-TZVPD basis set",
  "elements": ["C", "C", "H", "H", "H", "H", "C", "N", "O", "H", "H", "H"],
  "positions_angstrom": [[0.28316, 2.21684, 1.08014], [1.59958, 2.06246, 1.14372], [-0.15617, 3.19101, 1.23975], [-0.41878, 1.40611, 0.94629], [2.18126, 2.93993, 1.42187], [2.14569, 1.22435, 0.72561], [-1.28350, -1.91264, -1.60070], [-0.57231, -2.50272, -0.61538], [-2.36510, -2.27843, -1.98897], [-0.76370, -1.04826, -2.04656], [-0.93582, -3.21458, -0.00570], [0.28571, -2.08406, -0.30007]],
  "fmax_ha_per_bohr": 0.0214,
  "smiles": "NC=O.C=C",
  "lumo_energy_ev": 0.680,
  "homo_lumo_gap_ev": 10.791,
  "total_charge": 0,
  "relative_energy_kj_mol": 151.3
}

[3]
{
  "formula": "C3H7NO",
  "method": "ωB97M-V with the def2-TZVPD basis set",
  "elements": ["O", "C", "C", "C", "N", "H", "H", "H", "H", "H", "H", "H"],
  "positions_angstrom": [[0.35696, 0.45214, 1.77877], [0.22851, 1.17964, 0.58532], [-0.24701, 0.27224, -0.54537], [0.47414, -1.00020, -0.70898], [-0.83018, -0.97975, -0.05023], [-0.33845, -0.22986, 1.72650], [1.21999, 1.56874, 0.31894], [-0.44684, 2.03965, 0.71082], [-0.65882, 0.76244, -1.42869], [1.30316, -1.22069, -0.04684], [0.52295, -1.43224, -1.70489], [-1.50565, -1.42585, -0.65398]],
  "fmax_ha_per_bohr": 0.0099,
  "smiles": "OC[C@H]1CN1",
  "lumo_energy_ev": 1.049,
  "homo_lumo_gap_ev": 10.818,
  "total_charge": 0,
  "relative_energy_kj_mol": 196.2
}

[4]
{
  "formula": "C3H7NO",
  "method": "ωB97M-V with the def2-TZVPD basis set",
  "elements": ["C", "N", "H", "H", "H", "O", "C", "C", "H", "H", "H", "H"],
  "positions_angstrom": [[-1.95349, 1.83755, 0.71016], [-0.85214, 2.25288, 0.29196], [-2.80344, 2.50642, 0.83008], [-2.13009, 0.79543, 1.03653], [-0.12917, 1.55900, 0.12977], [2.02829, -0.64618, -0.26216], [1.32413, -1.61889, -0.36891], [-0.16693, -1.54702, -0.38975], [1.78583, -2.60302, -0.46405], [-0.64869, -2.27460, 0.26394], [-0.57543, -1.72774, -1.37538], [-0.56539, -0.62418, 0.02538]],
  "fmax_ha_per_bohr": 0.0249,
  "smiles": "CC=O.C=N",
  "lumo_energy_ev": 0.907,
  "homo_lumo_gap_ev": 10.804,
  "total_charge": 0,
  "relative_energy_kj_mol": 209.5
}

[5]
{
  "formula": "C3H7NO",
  "method": "ωB97M-V with the def2-TZVPD basis set",
  "elements": ["C", "C", "N", "C", "O", "H", "H", "H", "H", "H", "H", "H"],
  "positions_angstrom": [[-0.38327, -0.58810, -1.15108], [0.82161, 0.12759, -0.55986], [0.30102, 0.80897, 0.61039], [-0.51477, 0.21255, 1.48323], [-0.59257, -0.99195, 1.74011], [-0.08592, -1.34248, -1.87763], [-1.01150, 0.16350, -1.70814], [-0.75316, -1.38184, 0.06499], [1.35286, 0.87632, -1.16816], [1.55720, -0.61706, -0.25128], [0.37632, 1.80141, 0.72649], [-1.06782, 0.93110, 2.09093]],
  "fmax_ha_per_bohr": 0.0938,
  "lumo_energy_ev": 0.842,
  "homo_lumo_gap_ev": 10.178,
  "total_charge": 0,
  "relative_energy_kj_mol": 247.9
}

[6]
{
  "formula": "C3H7NO",
  "method": "ωB97M-V with the def2-TZVPD basis set",
  "elements": ["C", "C", "C", "H", "H", "H", "H", "H", "H", "H", "N", "O"],
  "positions_angstrom": [[-0.06416, 0.00588, 0.49656], [-1.16334, 0.31218, -0.54835], [0.92317, 0.70209, -0.52394], [1.25522, -1.41044, 1.10201], [-0.38820, -1.93708, 1.27671], [-0.07570, 0.58721, 1.40307], [-1.94177, 1.08456, -0.37806], [-1.67944, -0.58311, -1.00296], [1.29238, 1.67008, -0.04313], [1.70231, 0.03335, -1.00606], [0.30945, -1.40163, 0.67644], [-0.16992, 0.93691, -1.45229]],
  "fmax_ha_per_bohr": 0.0389,
  "smiles": "NC1COC1",
  "lumo_energy_ev": 1.015,
  "homo_lumo_gap_ev": 10.525,
  "total_charge": 0,
  "relative_energy_kj_mol": 238.4
}